C4H6N2O | wB97M-V/def2-TZVPD

## Properties
electronic energy: -9266.6345 eV
relative energy (zero: lowest compared OMol25 entry of this formula, charge and spin): 662.6 kJ/mol
LUMO (alpha / beta): 0.0187 / 0.0186 hartree
highest occupied orbital energy (alpha / beta): -8.75 / -8.75 eV
Kohn-Sham gap (alpha / beta): 9.261 / 9.260 eV

```
13
Properties=species:S:1:pos:R:3:forces:R:3:lowdin_charge:R:1
C 2.471176 0.153259 -0.236940 0.2 -0.2 -0.1 -0.05
O 1.382269 1.030629 0.092419 -0.2 0.0 0.0 -0.08
C 0.168871 0.589191 -0.140443 0.0 -0.5 -0.4 -0.18
N -0.251159 -0.397140 -0.755293 0.0 0.3 0.3 -0.08
N -1.114147 -1.309655 -0.755220 0.2 0.1 -0.2 0.06
C -2.644632 -0.130573 0.906794 0.2 0.4 0.3 -0.03
C -1.943716 0.804975 1.222860 -0.4 -0.3 0.0 -0.04
H 3.379305 0.658671 0.092893 -0.1 -0.1 -0.1 0.09
H 2.358108 -0.804645 0.280396 0.0 0.2 -0.1 0.10
H 2.493673 -0.002471 -1.320603 0.0 0.0 0.2 0.09
H -1.523833 -1.350911 -1.696239 0.1 -0.1 0.0 0.07
H -3.359701 -0.908106 0.749973 0.2 0.1 0.0 0.02
H -1.416213 1.666776 1.559403 -0.2 -0.1 0.0 0.03
```
Positions in Å, forces in eV/Å.



CH2ClN2O3S | wB97M-V/def2-TZVPD

## Properties
multiplicity: 3
electronic energy: -33548.2566 eV
charge: -1
LUMO (alpha / beta): 0.1062 / -0.0063 hartree
highest occupied orbital energy (alpha / beta): -2.65 / -5.90 eV
Kohn-Sham gap (alpha / beta): 5.535 / 5.728 eV

```
10
Properties=species:S:1:pos:R:3:forces:R:3:mulliken_spin:R:1
C -1.337918 1.382956 2.131674 -1.0 0.7 1.3 -0.13
N -2.322450 1.912396 2.774463 0.1 -0.3 -1.3 0.63
N -0.479844 0.888410 1.496644 0.4 -0.2 -0.3 0.53
O 1.625020 -0.783403 -1.478828 0.6 -0.9 -0.8 0.08
O -0.853532 -0.880099 -1.624077 -0.7 -1.0 -1.3 0.09
O 0.398012 1.105064 -2.465319 0.1 1.6 -2.9 0.09
S 0.344849 -0.069127 -1.672589 -0.2 0.2 5.3 0.73
Cl 2.812602 -3.375914 -1.701261 -0.8 0.7 0.8 0.01
H -2.185883 2.125922 3.747904 0.5 -0.1 0.4 -0.02
H 1.999146 -2.306206 -1.208610 0.9 -0.5 -1.2 0.00
```
Positions in Å, forces in eV/Å.



C3H12NO2Si | wB97M-V/def2-TZVPD

## Properties
electronic energy: -16758.4070 eV
relative energy (zero: lowest compared OMol25 entry of this formula, charge and spin): 410.8 kJ/mol
charge: +1
LUMO: -0.1117 hartree
highest occupied orbital energy: -14.90 eV
Kohn-Sham gap: 11.865 eV

```
19
Properties=species:S:1:pos:R:3:forces:R:3:lowdin_charge:R:1
C 1.303176 -0.160577 2.122037 1.1 0.6 -1.0 -0.02
C 0.847574 -1.095844 -1.752984 1.8 -0.5 2.5 0.05
C -0.175600 -0.073840 0.233705 -0.3 -1.1 1.4 -0.63
N -0.122214 1.807743 -0.094720 -0.9 -2.5 -0.6 0.23
O -0.005727 -0.211930 1.577999 -1.0 1.1 -0.1 -0.15
O 0.877419 -0.463228 -0.418478 1.4 -1.3 -1.3 -0.08
Si -1.967948 -0.673357 0.005221 -0.9 2.5 2.4 0.82
H 1.370300 -0.121182 3.171428 -1.3 -1.0 1.6 0.08
H 1.707304 0.880909 2.029868 0.4 -1.0 -1.3 0.12
H 1.797749 -1.073165 1.747188 0.7 1.1 0.1 0.12
H 1.846028 -1.044087 -2.081090 1.1 0.7 -0.6 0.10
H 0.184306 -0.608544 -2.309522 -2.5 2.3 -2.6 0.05
H 0.642524 -2.130724 -1.853723 -0.7 -1.2 1.2 0.10
H 0.868352 1.743041 -0.026328 0.7 1.2 0.5 0.10
H -0.785268 2.109286 0.573647 0.2 1.0 1.3 0.10
H -0.478458 1.980668 -1.010443 0.1 0.2 -0.8 0.11
H -2.573696 0.208418 1.224205 0.5 -1.1 -1.7 0.02
H -2.016611 -2.052446 0.377586 0.0 -0.8 -0.3 -0.04
H -2.384520 -0.076928 -1.232899 -0.4 -0.2 -0.8 -0.06
```
Positions in Å, forces in eV/Å.



C10H14Cl2NO2 | wB97M-V/def2-TZVPD

## Properties
electronic energy: -41213.8454 eV
relative energy (zero: lowest compared OMol25 entry of this formula, charge and spin): 640.3 kJ/mol
charge: +1
LUMO: -0.1517 hartree
highest occupied orbital energy: -12.33 eV
Kohn-Sham gap: 8.207 eV

```
29
Properties=species:S:1:pos:R:3:forces:R:3:lowdin_charge:R:1
C -3.339435 -0.099215 1.294183 1.0 1.6 -1.4 0.06
C 0.439591 -0.832989 -3.830937 -1.3 -0.1 2.4 0.06
C -2.035537 -0.159105 1.111682 0.0 1.7 -1.4 -0.12
C -0.163620 -0.306548 -2.766316 -0.7 0.3 -0.7 -0.13
C 0.958548 -0.333979 -0.052354 2.6 1.4 1.0 -0.18
C 2.285511 0.846151 1.673015 1.5 -2.1 -1.1 -0.19
C 2.173249 -1.169316 -0.461728 0.2 0.0 3.2 0.07
C -1.167177 0.552166 0.015192 -4.8 3.2 2.5 -0.16
C -0.714383 -1.129985 -1.602828 -1.3 3.3 -1.6 -0.06
C 0.582007 2.370056 3.626084 0.2 -0.1 -0.4 -1.03
N -0.230894 -0.286538 -0.501211 0.8 -3.5 -0.9 -0.07
O 1.129902 0.681980 0.861688 0.5 -1.1 -0.3 0.04
O 3.284373 0.205728 1.486836 -1.0 1.7 0.9 0.10
Cl 1.457245 3.244794 4.778164 -0.9 -0.1 0.2 0.63
Cl -1.045624 1.973295 3.902302 0.4 0.5 0.6 0.61
H -3.871342 -0.659179 1.967359 -0.7 -1.6 1.7 0.05
H -3.968807 0.600271 0.795668 -0.2 0.6 -0.7 0.07
H 0.820056 -0.261446 -4.574746 1.0 2.0 -2.1 0.03
H 0.561877 -1.863643 -4.014238 0.0 -1.3 0.3 0.07
H -1.484831 -0.850397 1.593203 1.7 -2.4 2.1 0.07
H -0.338028 0.793796 -2.619685 0.4 -1.1 -0.6 0.14
H 2.818792 -0.576463 -1.089445 0.3 0.6 0.1 0.11
H 2.032250 -2.075173 -1.004964 -0.9 -0.6 -0.2 0.08
H 2.759058 -1.367053 0.590918 -1.5 0.2 -3.1 0.16
H -0.768452 1.558681 0.210714 -0.2 -0.6 0.5 0.15
H -2.047287 0.719433 -0.589200 0.6 0.2 -1.6 0.13
H -0.285931 -2.064705 -1.704452 0.4 -2.1 0.6 0.11
H -1.852843 -1.046032 -1.551446 1.7 -0.8 -0.1 0.17
H 2.011731 1.535413 2.456542 -0.1 0.5 0.1 0.05
```
Positions in Å, forces in eV/Å.